DFT (ωB97M-V with the def2-TZVPD basis set) results for a molecular structure, C26H49NO4Si2Y.

Last column: Löwdin charge in e.
Cartesian coordinates (Å):
O -0.821 -1.428 -2.880  -0.356
O 1.228 1.028 -4.860  -0.144
C -0.017 -2.622 -3.347  -0.194
C -0.638 -3.927 -2.928  -0.054
H 0.967 -2.477 -2.888  0.111
H 0.069 -2.533 -4.432  0.102
H -0.637 -4.046 -1.836  0.083
H -0.047 -4.745 -3.362  0.097
H -1.652 -4.015 -3.333  0.089
C -1.893 -0.893 -3.752  -0.201
C -1.728 -1.212 -5.214  -0.062
H -1.867 0.187 -3.589  0.103
H -2.829 -1.272 -3.321  0.103
H -0.863 -0.682 -5.641  0.069
H -2.622 -0.854 -5.742  0.101
H -1.643 -2.290 -5.385  0.086
C 0.448 2.422 -4.891  -0.079
C 2.388 0.709 -5.814  -0.122
C -0.557 2.422 -5.988  -0.063
H 1.233 3.177 -4.978  0.137
H -0.034 2.469 -3.914  0.114
H -0.108 2.329 -6.972  0.065
H -1.080 3.376 -5.927  0.102
H -1.327 1.660 -5.869  0.077
C 2.000 0.965 -7.231  -0.067
H 2.556 -0.344 -5.599  0.132
H 3.236 1.296 -5.458  0.134
H 1.184 0.315 -7.559  0.096
H 2.872 0.715 -7.834  0.100
H 1.747 2.009 -7.413  0.077
H 1.638 0.999 -3.889  0.062
Y -0.363 -0.624 -0.835  1.405
C 1.735 0.589 -2.145  -0.319
Si 3.362 0.726 -1.257  0.387
H 1.588 -0.342 -2.718  -0.025
H 1.111 1.463 -2.202  -0.046
C 4.535 -0.498 -2.066  -0.186
C 3.165 0.188 0.540  -0.188
C 3.908 2.503 -1.490  -0.183
C -2.303 -1.815 -0.306  -0.360
Si -3.308 -0.287 -0.384  0.364
H -2.302 -2.309 0.671  0.010
H -2.437 -2.599 -1.073  0.000
C -4.770 -0.512 -1.555  -0.183
C -2.379 1.271 -1.022  -0.205
C -3.917 0.092 1.369  -0.164
H 3.357 2.933 -2.338  0.013
H 4.982 2.554 -1.703  0.031
H 3.699 3.113 -0.602  0.030
H 4.237 -1.530 -1.809  0.038
H 5.579 -0.343 -1.753  0.036
H 4.466 -0.395 -3.162  0.015
H 2.751 -0.844 0.575  0.019
H 2.471 0.844 1.103  0.025
H 4.129 0.176 1.073  0.039
H -2.927 1.578 -1.925  0.044
H -1.295 1.319 -1.304  -0.019
H -2.512 2.046 -0.255  0.039
H -4.771 0.791 1.336  0.038
H -3.112 0.530 1.991  0.012
H -4.240 -0.857 1.832  0.045
H -5.574 0.201 -1.306  0.038
H -5.145 -1.544 -1.447  0.047
H -4.474 -0.353 -2.605  0.010
O 1.327 -3.597 1.659  0.088
C 0.871 -2.557 1.205  -0.551
O 0.705 -2.304 -0.084  -0.206
C 0.401 -1.483 2.187  -0.162
C 0.569 -1.772 3.548  0.026
C 0.174 -0.859 4.497  0.030
C -0.331 0.382 4.070  -0.144
C -0.810 1.335 5.003  -0.016
C -1.302 2.563 4.599  -0.058
C -1.323 2.859 3.222  -0.059
C -0.856 1.946 2.279  -0.042
C -0.408 0.662 2.659  -0.208
N -0.074 -0.299 1.719  0.099
H 0.989 -2.738 3.801  0.126
H 0.242 -1.082 5.561  0.130
H -0.786 1.066 6.058  0.121
H -1.658 3.301 5.327  0.116
H -1.700 3.822 2.883  0.111
H -0.824 2.191 1.218  0.092

Its HOMO energy is -9.6 eV. Its charge is +1.

---

DFT (ωB97M-V with the def2-TZVPD basis set) results for a molecular structure, C26H50Br6O12S6.

Last column: Löwdin spin population.
Cartesian coordinates (Å):
C -29.593 -12.273 -1.126  0.000
Br -28.848 -13.519 0.229  0.000
Br -28.256 -10.685 -1.243  0.006
Br -31.326 -11.616 -0.477  0.000
H -29.707 -12.845 -2.047  0.000
C -30.800 -3.951 -3.324  0.002
Br -31.330 -3.346 -1.486  0.002
Br -28.831 -3.945 -3.668  0.039
Br -31.887 -2.900 -4.617  0.002
H -31.164 -4.978 -3.355  0.001
C -31.771 -5.420 -8.253  0.000
C -30.402 -4.824 -7.886  0.000
C -29.345 -5.926 -7.991  0.000
S -29.839 -6.935 -9.434  0.000
O -29.763 -8.348 -9.023  0.000
O -29.105 -6.421 -10.630  0.000
C -31.554 -6.286 -9.479  0.000
H -32.429 -4.631 -8.618  0.000
H -32.091 -6.016 -7.399  0.000
H -30.477 -4.597 -6.822  0.000
H -29.995 -4.067 -8.557  0.000
H -29.546 -6.593 -7.152  0.000
H -28.274 -5.727 -7.941  0.000
H -32.269 -7.102 -9.591  0.000
H -31.633 -5.563 -10.291  0.000
C -21.812 -7.626 -2.711  0.000
C -20.627 -7.669 -1.701  0.000
C -20.781 -6.288 -0.937  0.000
S -22.607 -6.110 -0.869  0.000
O -22.912 -4.724 -1.307  0.000
O -22.953 -6.652 0.447  0.000
C -23.111 -7.255 -2.100  0.000
H -21.790 -8.546 -3.294  0.000
H -21.425 -6.891 -3.417  0.000
H -19.641 -7.924 -2.090  0.000
H -20.724 -8.504 -1.007  0.000
H -20.506 -5.462 -1.592  0.000
H -20.287 -6.221 0.032  0.000
H -23.874 -6.826 -2.749  0.000
H -23.634 -8.037 -1.549  0.000
C -29.268 -7.640 -3.719  0.020
C -29.373 -8.918 -4.661  0.013
C -27.963 -9.612 -4.843  0.119
S -26.742 -8.326 -4.696  0.104
O -26.244 -7.972 -5.980  0.134
O -25.858 -8.653 -3.556  0.361
C -27.910 -7.024 -4.101  0.162
H -29.264 -8.008 -2.693  0.000
H -30.112 -6.992 -3.955  0.009
H -29.674 -8.653 -5.675  0.000
H -30.178 -9.495 -4.206  0.004
H -27.832 -10.209 -5.745  0.002
H -27.758 -10.294 -4.018  0.001
H -28.048 -6.320 -4.922  0.007
H -27.353 -6.614 -3.259  0.001
C -29.376 -12.918 -8.305  0.000
C -28.545 -14.174 -8.596  0.000
C -27.372 -14.299 -7.496  0.000
S -28.166 -13.767 -5.954  0.000
O -27.347 -12.783 -5.184  0.003
O -28.785 -14.954 -5.247  0.000
C -29.621 -12.797 -6.802  0.000
H -30.179 -12.932 -9.042  0.000
H -28.819 -12.073 -8.711  0.000
H -28.006 -14.367 -9.523  0.000
H -29.105 -15.094 -8.429  0.000
H -26.535 -13.615 -7.638  0.000
H -26.742 -15.175 -7.340  0.000
H -29.616 -11.736 -6.554  0.000
H -30.621 -13.131 -6.526  0.000
C -26.411 -3.690 1.516  0.000
C -26.919 -4.902 2.482  0.000
C -27.140 -6.256 1.775  0.001
S -27.003 -5.952 -0.058  0.000
O -28.361 -5.562 -0.510  0.000
O -26.214 -7.001 -0.686  0.004
C -25.975 -4.377 0.211  0.000
H -25.559 -3.104 1.861  0.000
H -27.209 -2.978 1.305  0.000
H -27.821 -4.864 3.093  0.000
H -26.095 -4.950 3.193  0.000
H -28.020 -6.852 2.019  0.000
H -26.267 -6.849 2.047  0.000
H -25.981 -3.679 -0.627  0.000
H -24.935 -4.608 0.443  0.000
C -35.700 -7.124 -4.299  0.000
C -35.834 -8.274 -3.264  0.000
C -35.229 -7.793 -1.961  0.000
S -33.795 -6.661 -2.438  0.000
O -32.734 -7.566 -3.030  0.000
O -33.441 -5.599 -1.534  0.000
C -34.806 -5.955 -3.965  0.000
H -36.596 -6.598 -4.627  0.000
H -35.322 -7.646 -5.178  0.000
H -35.234 -9.179 -3.357  0.000
H -36.797 -8.778 -3.175  0.000
H -34.915 -8.528 -1.220  0.000
H -35.858 -7.047 -1.475  0.000
H -34.132 -5.620 -4.754  0.000
H -35.468 -5.174 -3.591  0.000

Its HOMO energy (spin up / spin down) is -12.0 / -12.0 eV. Its spin multiplicity is 2. Its charge is +1.

---

DFT (ωB97M-V with the def2-TZVPD basis set) results for a molecular structure, C26H50ClF3O2OsP2Si2.

Last column: Löwdin spin population.
Cartesian coordinates (Å):
Os -0.008 -0.192 -0.565  2.641
C 1.777 -0.171 -1.636  0.101
C 1.087 -1.379 -1.996  0.152
C -0.185 -0.953 -2.555  0.079
Si 1.782 -2.995 -1.404  0.029
C -0.216 0.456 -2.619  0.099
C 1.029 0.970 -2.079  0.138
Si 1.758 2.649 -1.752  0.027
H 2.755 -0.132 -1.152  0.011
H -0.996 -1.619 -2.860  0.011
H -1.035 1.065 -2.990  0.012
Cl -2.564 -0.021 1.366  0.061
C 3.622 2.582 -1.557  0.003
C 1.276 3.771 -3.179  0.007
C 3.652 -2.990 -1.296  0.003
C 1.224 -4.358 -2.568  0.006
H 1.918 3.462 -4.020  0.001
H 1.487 4.822 -2.922  0.001
H 0.223 3.656 -3.472  0.000
H 3.904 1.860 -0.774  0.000
H 4.000 3.582 -1.294  0.000
H 4.058 2.263 -2.515  0.001
H 1.829 -4.218 -3.479  0.001
H 0.159 -4.294 -2.832  0.000
H 1.450 -5.343 -2.130  0.001
H 4.054 -2.730 -2.285  0.001
H 4.008 -3.989 -1.008  0.000
H 3.982 -2.244 -0.556  0.000
C 1.051 3.230 -0.099  0.003
C 1.128 -3.202 0.377  0.007
P -0.636 2.461 0.121  0.114
H 1.044 4.334 -0.038  0.001
H 1.682 2.847 0.725  0.000
P -0.539 -2.379 0.503  0.103
H 1.822 -2.657 1.045  0.001
H 1.128 -4.264 0.686  0.001
C -1.042 -2.718 2.265  0.029
C -1.617 -3.609 -0.526  0.009
C -1.677 3.494 -1.137  0.016
C -1.135 3.175 1.779  0.028
C -0.772 2.208 2.907  0.002
H -2.230 3.279 1.710  0.000
C -0.503 4.528 2.095  0.008
H 0.578 4.417 2.228  0.000
H -0.914 4.902 3.044  0.002
H -0.662 5.328 1.363  0.000
H -1.446 1.338 2.905  0.000
H -0.892 2.721 3.868  0.000
H 0.256 1.837 2.811  0.000
H -1.246 3.179 -2.102  0.000
C -1.501 5.011 -0.994  0.006
C -3.187 3.190 -1.172  0.001
H -0.459 5.347 -1.057  0.000
H -1.945 5.381 -0.062  0.000
H -2.047 5.498 -1.817  0.002
H -3.416 2.238 -1.669  0.000
H -3.698 3.967 -1.762  0.000
H -3.628 3.183 -0.168  0.000
H -1.202 -3.479 -1.541  0.000
C -3.117 -3.285 -0.584  0.001
C -1.443 -5.080 -0.116  0.003
H -0.401 -5.426 -0.117  0.000
H -1.987 -5.705 -0.842  0.001
H -1.888 -5.283 0.865  0.000
H -3.335 -2.424 -1.229  0.000
H -3.534 -3.094 0.411  0.000
H -3.656 -4.138 -1.024  0.000
C -0.632 -1.579 3.198  0.002
C -0.450 -3.999 2.847  0.007
H -2.143 -2.793 2.228  0.001
H 0.632 -3.878 2.975  0.000
H -0.617 -4.922 2.283  0.000
H -0.884 -4.166 3.844  0.002
H 0.456 -1.532 3.346  0.000
H -1.123 -1.765 4.165  0.000
H -0.974 -0.596 2.829  0.001
C -2.996 0.001 -0.363  0.064
H -4.120 -0.039 -0.455  0.008
H -2.386 -0.791 -0.862  0.022
H -2.520 0.873 -0.826  0.010
F 3.691 -0.633 3.518  0.002
C 2.848 0.311 3.039  0.006
F 1.804 0.427 3.922  0.001
F 3.526 1.496 3.052  0.000
C 2.421 -0.036 1.573  0.010
O 3.271 -0.576 0.856  0.004
O 1.226 0.339 1.307  0.133

Its HOMO energy (spin up / spin down) is -4.8 / -8.0 eV. Its spin multiplicity is 5. Its charge is 0.

---

no.,largest force on an atom (eV/Å)
1,2.49
2,3.99
3,8.29